Here is the molecule CH3Cl2OP from the Open Molecules 2025 dataset. Energies are from ωB97M-V/def2-TZVPD.

```
8
Properties=species:S:1:pos:R:3:forces:R:3
Cl 2.061308 -1.556269 -0.046892 -0.2434 -0.5946 -0.2811
Cl 1.463965 1.179301 0.132545 0.7526 1.3260 0.0040
P -1.341438 0.809269 -0.266603 -1.5719 -0.7521 0.2607
O -0.473245 -0.598739 0.076877 2.5807 0.0755 0.8790
C 0.942511 -0.382575 0.593556 -2.7408 -1.0608 1.8525
H -0.998066 0.941863 -1.603069 0.1796 0.1538 -0.7076
H 0.973070 -0.523844 1.768429 -0.3643 0.4851 -2.5383
H -2.628107 0.130993 -0.654846 1.4075 0.3672 0.5309
```
Positions in Å, forces in eV/Å.

Calculated values
- HOMO level (eV) = -9.48
- DFT total energy (a.u.) = -1376.8322
- LUMO level (hartree) = 0.0300
- Kohn-Sham gap (eV) = 10.30
- molar mass (g mol⁻¹) = 132.91
- energy above the lowest of the compared OMol25 structures with the same formula, charge and spin (kJ/mol) = 341.08

natural (NBO) atomic charge list, values in e, 4 entries:
1 Cl 0.02
2 Cl 0.04
3 P 0.62
4 O -0.80



Here is the molecule CH3Cl2OP from the Open Molecules 2025 dataset. Energies are from ωB97M-V/def2-TZVPD.

```
8
Properties=species:S:1:pos:R:3:forces:R:3
Cl 1.689023 2.303949 1.443358 -0.5538 0.5163 0.3665
Cl -0.590613 2.814179 -0.332270 0.1066 -0.2087 1.0422
P -0.107662 -0.088161 -1.048611 0.6862 -0.7402 -2.4285
O 0.509130 0.288524 0.349709 -1.0326 3.8823 3.5782
C 0.088518 1.852147 0.957234 0.1537 -4.2015 -0.3561
H -0.972089 -1.189137 -0.828810 0.0577 -0.2936 0.3893
H -0.623369 1.434536 1.777520 1.2752 1.6428 -1.4283
H 1.128686 -0.800165 -1.159312 -0.6931 -0.5975 -1.1633
```
Positions in Å, forces in eV/Å.

Calculated values
- HOMO level (eV) = -9.02
- DFT total energy (a.u.) = -1376.7948
- LUMO level (hartree) = 0.0253
- Kohn-Sham gap (eV) = 9.70
- molar mass (g mol⁻¹) = 132.91
- energy above the lowest of the compared OMol25 structures with the same formula, charge and spin (kJ/mol) = 439.35

natural (NBO) atomic charge list, values in e, 4 entries:
1 Cl 0.06
2 Cl 0.07
3 P 0.66
4 O -0.87



Here is the molecule CH3Cl2OPS from the Open Molecules 2025 dataset. Energies are from ωB97M-V/def2-TZVPD.

```
9
Properties=species:S:1:pos:R:3:forces:R:3
Cl -2.334384 0.027911 -0.938597 -0.6130 -0.1179 -0.6168
Cl 2.133113 -1.265364 -0.166146 0.4366 -0.1907 0.5455
S -0.071349 0.538770 1.031170 1.1721 -2.3425 1.8412
P -1.915084 -0.822137 0.848211 2.3916 -0.3104 -0.7310
O -0.575651 1.834440 0.660737 -0.7648 2.4304 -0.8374
C 1.218496 0.201220 -0.293429 -2.6360 -0.5997 -1.2794
H 1.724382 1.136606 -0.234773 0.9629 0.4251 0.1142
H -0.886729 -1.782026 0.370820 -1.0924 0.3204 0.3005
H 0.707202 0.130578 -1.277989 0.1431 0.3853 0.6631
```
Positions in Å, forces in eV/Å.

Calculated values
- HOMO level (eV) = -8.99
- DFT total energy (a.u.) = -1775.0202
- LUMO level (hartree) = -0.0076
- Kohn-Sham gap (eV) = 8.78
- molar mass (g mol⁻¹) = 164.98
- energy above the lowest of the compared OMol25 structures with the same formula, charge and spin (kJ/mol) = 375.69

natural (NBO) atomic charge list, values in e, 4 entries:
1 Cl -0.27
2 Cl 0.00
3 S 1.00
4 P 0.40